# 1
{
  "formula": "C59H51LaN4OP2",
  "method": "wB97M-V/def2-TZVPD",
  "mol_weight_g_mol": 1032.9,
  "charge": 2,
  "e_lumo_ev": -4.4,
  "relative_energy_ev": 0.093,
  "energy_ha": -3287.2215,
  "elements": ["La", "C", "C", "C", "C", "C", "C", "C", "N", "N", "C", "C", "C", "C", "C", "C", "N", "C", "C", "C", "C", "C", "C", "N", "H", "H", "H", "H", "H", "H", "H", "H", "H", "H", "H", "H", "H", "H", "H", "H", "H", "H", "H", "H", "C", "C", "C", "C", "C", "C", "P", "C", "C", "C", "C", "C", "C", "C", "C", "C", "C", "C", "C", "C", "C", "C", "C", "H", "H", "H", "H", "H", "H", "H", "H", "H", "H", "H", "H", "H", "H", "H", "H", "O", "P", "C", "C", "C", "C", "C", "C", "C", "C", "C", "C", "C", "C", "C", "C", "C", "C", "C", "C", "H", "H", "H", "H", "H", "H", "H", "H", "H", "H", "H", "H", "H", "H", "H"],
  "positions_angstrom": [[0.377, 0.639, 0.482], [3.688, 0.302, 2.200], [2.843, 0.463, 3.474], [2.167, 1.802, 3.588], [2.473, 2.646, 4.651], [1.852, 3.877, 4.752], [0.922, 4.223, 3.784], [0.661, 3.320, 2.772], [1.269, 2.135, 2.653], [2.951, -0.414, 1.140], [2.987, -1.850, 1.450], [1.921, -2.677, 0.779], [2.134, -4.041, 0.590], [1.136, -4.812, 0.021], [-0.050, -4.192, -0.344], [-0.179, -2.834, -0.118], [0.774, -2.083, 0.441], [3.635, -0.207, -0.149], [3.616, 1.231, -0.595], [4.703, 1.750, -1.290], [4.678, 3.069, -1.704], [3.578, 3.843, -1.370], [2.548, 3.255, -0.654], [2.545, 1.972, -0.288], [4.610, -0.244, 2.442], [3.979, 1.285, 1.825], [3.469, 0.316, 4.353], [2.067, -0.303, 3.483], [3.192, 2.342, 5.394], [2.089, 4.552, 5.561], [0.412, 5.171, 3.816], [-0.076, 3.555, 2.014], [2.852, -1.982, 2.527], [3.974, -2.269, 1.200], [3.070, -4.491, 0.882], [1.283, -5.869, -0.142], [-0.856, -4.746, -0.795], [-1.083, -2.312, -0.409], [3.133, -0.813, -0.913], [4.683, -0.544, -0.087], [5.558, 1.125, -1.493], [5.506, 3.489, -2.252], [3.521, 4.880, -1.651], [1.696, 3.845, -0.338], [-4.196, -4.275, 3.298], [-3.768, -3.339, 4.225], [-3.112, -2.196, 3.807], [-2.860, -1.988, 2.453], [-3.310, -2.923, 1.521], [-3.986, -4.053, 1.946], [-1.911, -0.530, 1.877], [-1.274, 0.111, 3.476], [-1.689, 1.312, 4.040], [-1.162, 1.728, 5.251], [-0.219, 0.956, 5.907], [0.189, -0.249, 5.356], [-0.321, -0.663, 4.139], [-3.210, 0.694, 1.485], [-4.479, 0.492, 1.982], [-5.499, 1.418, 1.750], [-5.239, 2.533, 1.007], [-3.958, 2.768, 0.463], [-3.717, 3.924, -0.307], [-2.479, 4.157, -0.828], [-1.433, 3.241, -0.604], [-1.588, 2.087, 0.149], [-2.893, 1.844, 0.696], [-4.693, -5.172, 3.633], [-3.947, -3.492, 5.279], [-2.811, -1.455, 4.532], [-3.154, -2.755, 0.463], [-4.350, -4.768, 1.224], [-2.444, 1.909, 3.550], [-1.507, 2.649, 5.693], [0.177, 1.275, 6.859], [0.897, -0.868, 5.887], [-0.021, -1.614, 3.709], [-4.695, -0.389, 2.568], [-6.478, 1.243, 2.166], [-6.012, 3.264, 0.824], [-4.531, 4.615, -0.474], [-2.290, 5.042, -1.418], [-0.479, 3.474, -1.076], [0.722, 0.134, -1.842], [0.328, -0.384, -3.200], [1.585, -1.529, -3.838], [2.160, -2.436, -2.955], [3.116, -3.330, -3.400], [3.496, -3.323, -4.734], [2.919, -2.424, -5.618], [1.962, -1.528, -5.175], [0.142, 0.937, -4.424], [-0.671, 0.750, -5.537], [-0.729, 1.723, -6.518], [0.022, 2.881, -6.392], [0.822, 3.073, -5.276], [0.885, 2.104, -4.290], [-1.234, -1.308, -3.135], [-2.276, -0.771, -2.383], [-3.498, -1.419, -2.344], [-3.684, -2.598, -3.051], [-2.646, -3.131, -3.798], [-1.421, -2.489, -3.844], [1.838, -2.437, -1.924], [3.559, -4.037, -2.714], [4.238, -4.023, -5.086], [3.214, -2.423, -6.655], [1.504, -0.830, -5.860], [-1.261, -0.152, -5.624], [-1.357, 1.576, -7.383], [-0.022, 3.637, -7.160], [1.403, 3.977, -5.180], [1.500, 2.243, -3.411], [-2.121, 0.162, -1.847], [-4.312, -0.996, -1.775], [-4.639, -3.098, -3.026], [-2.796, -4.043, -4.355], [-0.612, -2.899, -4.432]],
  "atomic_forces_ev_per_a": [[1.8, -0.4, -0.1], [0.0, 0.1, 0.3], [0.1, 0.1, -0.2], [0.2, -0.1, 0.2], [-0.1, 0.1, -0.1], [-0.1, 0.0, -0.2], [0.1, -0.1, 0.1], [-0.1, 0.2, -0.1], [0.0, -0.1, 0.0], [0.4, -0.1, 0.0], [-0.1, -0.1, 0.1], [0.1, -0.2, 0.0], [-0.1, 0.1, -0.1], [0.0, 0.2, 0.0], [0.1, 0.1, 0.0], [-0.2, -0.1, -0.1], [0.1, 0.1, 0.0], [-0.1, 0.0, -0.1], [0.3, 0.0, -0.1], [-0.2, 0.0, 0.1], [-0.2, 0.0, 0.1], [0.0, -0.1, 0.0], [0.0, 0.2, 0.0], [0.3, 0.0, -0.1], [0.0, 0.0, -0.1], [0.0, -0.1, 0.0], [0.0, -0.1, 0.0], [0.1, 0.0, 0.1], [0.1, -0.1, 0.0], [0.0, 0.0, 0.1], [-0.1, 0.1, 0.0], [-0.1, 0.0, -0.1], [0.1, 0.1, 0.0], [-0.1, 0.0, 0.1], [0.1, 0.0, 0.0], [0.0, -0.1, 0.0], [-0.1, 0.0, -0.1], [0.0, -0.1, 0.0], [0.1, 0.0, 0.1], [-0.2, 0.0, 0.0], [0.1, -0.1, 0.0], [0.1, 0.1, -0.1], [0.0, 0.2, 0.0], [-0.1, 0.0, -0.1], [0.0, 0.0, 0.0], [-0.1, -0.1, 0.1], [0.0, 0.1, -0.1], [0.4, -0.1, -0.2], [0.0, 0.1, 0.1], [-0.1, -0.1, -0.1], [-1.5, 0.1, 0.7], [0.2, 0.1, -0.3], [-0.1, -0.1, 0.0], [0.0, 0.1, 0.1], [0.0, -0.1, 0.0], [0.0, -0.1, 0.1], [0.0, 0.0, -0.1], [-0.2, -0.2, 0.0], [0.4, -0.1, -0.1], [-0.1, 0.3, -0.1], [-0.1, -0.1, 0.1], [0.2, -0.3, 0.2], [0.2, 0.1, -0.1], [-0.1, 0.2, -0.1], [0.0, -0.5, 0.3], [-0.7, 0.1, 0.1], [-0.4, 0.3, -0.1], [-0.1, -0.1, 0.0], [0.0, 0.0, 0.1], [0.0, -0.1, 0.1], [0.0, 0.0, -0.1], [0.0, -0.1, -0.1], [-0.1, 0.1, -0.1], [0.0, 0.1, 0.0], [0.0, 0.0, 0.1], [0.1, -0.1, 0.0], [0.0, -0.1, 0.1], [0.0, 0.0, 0.0], [-0.1, 0.0, 0.0], [-0.1, 0.1, 0.0], [0.0, 0.1, 0.0], [-0.1, 0.1, -0.1], [0.1, 0.0, 0.0], [0.1, 0.3, 0.7], [-0.3, -0.6, -1.4], [-0.4, 0.4, 0.2], [0.0, 0.0, 0.1], [0.0, 0.0, 0.0], [0.0, 0.0, 0.0], [0.0, -0.1, -0.1], [-0.1, 0.1, 0.0], [0.0, -0.4, 0.4], [0.0, -0.1, 0.1], [0.0, 0.0, -0.1], [0.0, 0.0, 0.0], [0.0, 0.1, 0.0], [0.0, -0.1, 0.1], [0.5, 0.3, 0.0], [0.1, 0.1, 0.0], [0.0, 0.1, 0.1], [0.1, 0.0, 0.0], [-0.1, -0.1, 0.0], [0.1, 0.1, 0.0], [0.0, -0.1, 0.2], [0.0, -0.1, 0.1], [0.1, -0.1, 0.0], [0.0, 0.0, -0.1], [0.0, 0.1, -0.1], [-0.1, -0.1, -0.1], [-0.1, 0.0, -0.1], [0.0, 0.1, -0.1], [0.0, 0.1, 0.0], [0.1, 0.1, 0.0], [-0.2, 0.0, 0.0], [-0.1, 0.1, 0.1], [-0.1, 0.0, 0.0], [0.0, -0.1, 0.0], [0.1, -0.1, 0.0]],
  "lowdin_charge": [1.856, -0.155, -0.105, -0.283, -0.005, -0.027, -0.034, -0.137, 0.026, -0.228, -0.128, -0.267, 0.000, -0.021, -0.023, -0.161, 0.002, -0.134, -0.279, 0.010, -0.020, -0.029, -0.122, -0.015, 0.136, 0.127, 0.128, 0.080, 0.123, 0.122, 0.117, 0.099, 0.136, 0.140, 0.125, 0.123, 0.118, 0.072, 0.113, 0.142, 0.125, 0.123, 0.117, 0.106, -0.060, -0.055, -0.085, -0.366, -0.100, -0.067, 1.003, -0.408, -0.070, -0.057, -0.061, -0.079, -0.142, -0.339, -0.072, -0.053, -0.013, -0.164, -0.024, -0.076, -0.166, -0.325, -0.232, 0.113, 0.114, 0.107, 0.085, 0.109, 0.113, 0.117, 0.117, 0.118, 0.113, 0.103, 0.113, 0.119, 0.119, 0.106, 0.069, -0.514, 0.854, -0.272, -0.086, -0.058, -0.053, -0.050, -0.058, -0.280, -0.074, -0.052, -0.051, -0.059, -0.067, -0.288, -0.082, -0.062, -0.053, -0.055, -0.068, 0.072, 0.108, 0.115, 0.116, 0.106, 0.111, 0.115, 0.115, 0.110, 0.094, 0.095, 0.114, 0.115, 0.115, 0.111]
}

---

# 2
{
  "formula": "C59H56CaClGe2IN2O4S4",
  "method": "wB97M-V/def2-TZVPD",
  "mol_weight_g_mol": 1333.0,
  "charge": -2,
  "e_lumo_ev": 3.8,
  "relative_energy_ev": 0.000,
  "energy_ha": -9875.0547,
  "elements": ["Ca", "C", "C", "C", "C", "C", "C", "C", "C", "C", "C", "C", "C", "C", "C", "C", "Ge", "S", "S", "Ge", "S", "S", "C", "C", "C", "C", "C", "C", "C", "C", "C", "C", "C", "C", "C", "C", "C", "C", "C", "C", "C", "C", "C", "C", "C", "C", "C", "C", "C", "C", "C", "C", "C", "C", "C", "H", "H", "H", "H", "H", "H", "H", "H", "H", "H", "H", "H", "H", "H", "H", "H", "H", "H", "H", "H", "H", "H", "H", "H", "H", "H", "H", "H", "H", "H", "H", "H", "H", "H", "H", "H", "H", "H", "H", "H", "H", "H", "H", "H", "H", "H", "H", "H", "H", "H", "O", "C", "O", "C", "C", "Cl", "N", "N", "C", "C", "O", "O", "C", "C", "C", "C", "C", "C", "H", "H", "H", "H", "H", "H", "I"],
  "positions_angstrom": [[2.055, -2.182, -1.260], [3.382, -1.254, 5.764], [1.994, -1.512, 5.240], [1.663, -2.740, 4.686], [0.390, -3.002, 4.197], [0.076, -4.360, 3.627], [-0.578, -1.990, 4.242], [-0.271, -0.751, 4.809], [-1.291, 0.355, 4.889], [1.011, -0.533, 5.302], [-1.953, -2.301, 3.745], [-2.846, -2.765, 4.711], [-4.126, -3.162, 4.373], [-4.512, -3.115, 3.048], [-3.641, -2.654, 2.063], [-2.348, -2.205, 2.400], [-1.084, -1.593, 0.962], [-0.062, -3.288, 0.144], [-2.074, -0.186, -0.537], [-0.108, 0.927, -0.400], [1.278, 0.394, -1.949], [0.361, 0.032, 1.631], [-0.280, 2.931, -0.310], [-1.359, 3.645, -0.862], [-1.415, 5.036, -0.745], [-0.428, 5.744, -0.089], [0.646, 5.056, 0.442], [0.741, 3.674, 0.320], [1.969, 3.035, 0.884], [3.116, 2.869, 0.105], [3.242, 3.425, -1.289], [4.206, 2.194, 0.653], [4.195, 1.718, 1.953], [5.346, 0.915, 2.493], [3.078, 1.989, 2.740], [1.974, 2.647, 2.229], [0.782, 2.933, 3.102], [-2.518, 3.062, -1.605], [-2.431, 2.787, -2.970], [-1.136, 2.915, -3.724], [-3.584, 2.394, -3.650], [-4.810, 2.299, -3.017], [-6.058, 1.955, -3.787], [-4.871, 2.568, -1.652], [-3.745, 2.940, -0.938], [-3.825, 3.198, 0.543], [-4.157, -2.687, 0.661], [-3.969, -3.819, -0.133], [-3.293, -5.065, 0.371], [-4.445, -3.805, -1.444], [-5.124, -2.720, -1.962], [-5.574, -2.699, -3.398], [-5.370, -1.634, -1.126], [-4.900, -1.602, 0.175], [-5.153, -0.403, 1.047], [4.047, -2.085, 5.530], [3.375, -1.117, 6.848], [3.807, -0.355, 5.319], [2.417, -3.518, 4.628], [0.832, -5.084, 3.932], [0.061, -4.319, 2.534], [-0.902, -4.714, 3.956], [-2.209, 0.097, 4.364], [-0.893, 1.263, 4.440], [-1.543, 0.573, 5.931], [1.252, 0.437, 5.729], [-2.510, -2.820, 5.740], [-4.809, -3.522, 5.134], [-5.500, -3.450, 2.750], [-2.258, 5.556, -1.186], [-0.490, 6.823, -0.004], [1.445, 5.590, 0.945], [2.435, 4.116, -1.530], [3.209, 2.616, -2.019], [4.194, 3.951, -1.395], [5.084, 2.030, 0.035], [6.215, 0.981, 1.839], [5.076, -0.141, 2.558], [5.633, 1.255, 3.491], [3.055, 1.652, 3.771], [0.917, 2.492, 4.090], [-0.126, 2.520, 2.661], [0.630, 4.009, 3.220], [-0.521, 3.726, -3.332], [-1.325, 3.098, -4.783], [-0.545, 2.001, -3.635], [-3.514, 2.179, -4.712], [-5.814, 1.548, -4.769], [-6.678, 2.843, -3.937], [-6.664, 1.219, -3.257], [-5.821, 2.480, -1.134], [-4.808, 2.933, 0.929], [-3.632, 4.247, 0.778], [-3.074, 2.604, 1.070], [-3.146, -5.044, 1.450], [-2.309, -5.169, -0.086], [-3.891, -5.944, 0.117], [-4.262, -4.672, -2.071], [-5.379, -3.655, -3.884], [-5.038, -1.926, -3.952], [-6.642, -2.484, -3.478], [-5.907, -0.774, -1.510], [-5.812, 0.302, 0.543], [-4.212, 0.105, 1.268], [-5.606, -0.689, 1.998], [8.077, -0.648, -0.155], [8.028, -0.453, -1.452], [9.005, -0.111, -2.084], [6.706, -0.664, -2.120], [6.454, -0.404, -3.452], [7.496, 0.316, -4.595], [5.157, -0.705, -3.713], [4.545, -1.142, -2.599], [5.447, -1.140, -1.640], [5.026, -1.631, -0.271], [5.837, -1.517, 0.668], [3.880, -2.129, -0.191], [4.409, -0.694, -4.933], [3.033, -0.538, -4.845], [2.261, -0.556, -5.992], [2.852, -0.726, -7.235], [4.227, -0.890, -7.316], [5.011, -0.882, -6.171], [7.174, -0.963, 0.210], [2.568, -0.385, -3.885], [1.189, -0.446, -5.899], [2.248, -0.745, -8.133], [4.703, -1.039, -8.277], [6.070, -1.055, -6.255], [2.594, -4.224, -3.293]],
  "atomic_forces_ev_per_a": [[-0.8, 0.2, -0.4], [0.0, 0.0, 0.0], [0.0, 0.0, 0.0], [0.0, 0.0, 0.0], [0.0, 0.0, 0.0], [0.0, 0.0, 0.0], [0.1, 0.0, -0.2], [0.0, 0.0, 0.0], [0.0, 0.0, 0.0], [0.0, 0.0, 0.0], [-0.1, 0.1, 0.1], [0.0, 0.0, 0.0], [0.0, 0.0, 0.1], [0.0, 0.0, 0.0], [0.0, 0.1, 0.1], [-0.1, 0.0, -0.1], [0.0, 0.2, 0.1], [-0.2, -0.1, -0.1], [0.0, 0.1, 0.0], [-0.1, 0.1, 0.1], [0.0, 0.2, -0.1], [-0.1, -0.3, -0.1], [-0.1, 0.0, 0.1], [0.1, 0.0, 0.1], [0.0, 0.0, 0.0], [0.0, 0.1, 0.0], [0.1, 0.0, -0.1], [0.0, 0.0, 0.0], [0.0, 0.0, -0.1], [0.0, 0.0, 0.1], [-0.1, -0.1, 0.0], [0.0, 0.0, 0.0], [0.0, 0.0, 0.0], [-0.1, 0.0, 0.1], [0.1, 0.0, 0.0], [0.0, 0.0, 0.0], [0.0, 0.1, 0.0], [0.0, -0.1, 0.0], [0.0, 0.0, 0.0], [0.0, 0.0, 0.0], [0.0, 0.0, 0.0], [0.0, 0.0, 0.0], [0.0, 0.0, 0.0], [0.0, 0.0, 0.0], [0.0, -0.1, 0.0], [0.0, 0.0, 0.0], [0.1, 0.0, 0.0], [0.0, 0.0, 0.0], [0.1, 0.0, 0.0], [0.0, 0.0, 0.0], [0.0, 0.1, 0.0], [0.0, 0.0, 0.0], [0.0, 0.0, 0.0], [0.0, 0.0, 0.0], [0.0, 0.0, 0.0], [0.0, 0.0, 0.0], [0.0, 0.0, 0.0], [0.0, 0.1, 0.0], [0.0, 0.0, 0.0], [0.0, 0.0, 0.0], [0.0, 0.0, 0.0], [0.0, 0.0, 0.0], [0.0, 0.0, 0.0], [0.0, 0.0, 0.0], [0.0, 0.0, 0.0], [0.0, 0.0, 0.0], [0.0, 0.0, 0.0], [0.0, 0.0, 0.0], [0.0, 0.0, 0.0], [0.0, 0.0, 0.0], [0.0, 0.0, 0.0], [0.0, 0.0, 0.0], [0.0, 0.0, 0.0], [0.0, -0.1, -0.1], [0.0, 0.0, 0.0], [0.0, 0.0, 0.0], [0.0, 0.0, 0.0], [0.0, 0.0, 0.0], [0.0, 0.0, 0.0], [0.0, 0.0, 0.0], [0.0, 0.0, 0.0], [0.0, 0.0, 0.1], [0.0, 0.0, 0.0], [0.0, 0.0, 0.0], [0.0, 0.0, 0.0], [0.0, 0.0, 0.0], [0.0, 0.0, 0.0], [0.0, 0.0, 0.0], [0.0, 0.0, 0.0], [0.0, 0.0, 0.0], [0.0, 0.0, 0.0], [0.0, 0.0, 0.0], [0.0, 0.0, 0.0], [0.0, 0.0, 0.0], [0.0, 0.0, 0.0], [0.1, 0.0, 0.0], [0.0, 0.0, 0.0], [0.0, 0.0, 0.0], [0.0, 0.0, 0.0], [0.0, 0.0, 0.0], [0.0, 0.0, 0.0], [0.0, 0.1, 0.0], [0.0, 0.0, 0.0], [0.0, 0.0, 0.0], [0.0, 0.0, 0.0], [-0.1, 0.0, 0.2], [-0.1, 0.0, -0.2], [0.0, 0.0, 0.0], [-0.1, -0.1, 0.0], [0.0, 0.1, 0.1], [-0.1, 0.0, -0.1], [0.0, -0.1, -0.1], [0.0, -0.2, 0.2], [0.1, 0.2, 0.0], [0.0, -0.1, 0.1], [0.2, 0.0, -0.2], [0.9, 0.2, 0.6], [0.0, 0.1, -0.1], [0.0, 0.1, 0.0], [0.0, 0.0, 0.0], [0.0, 0.0, 0.0], [0.0, 0.0, 0.0], [0.0, -0.1, 0.0], [0.0, -0.1, 0.1], [0.0, 0.0, 0.0], [0.0, 0.0, 0.0], [0.0, 0.0, 0.0], [0.0, 0.0, 0.0], [0.0, 0.0, 0.0], [0.0, -0.4, -0.4]],
  "lowdin_charge": [0.564, -0.050, -0.266, -0.004, -0.198, -0.043, -0.165, -0.247, -0.033, -0.028, -0.222, -0.046, -0.079, -0.051, -0.220, -0.181, -0.021, 0.053, 0.284, -0.035, 0.089, 0.321, -0.179, -0.213, -0.052, -0.078, -0.047, -0.219, -0.167, -0.213, -0.045, -0.001, -0.248, -0.049, -0.024, -0.271, -0.071, -0.165, -0.201, -0.031, -0.011, -0.275, -0.059, -0.022, -0.231, -0.034, -0.162, -0.202, -0.045, -0.008, -0.268, -0.056, -0.024, -0.258, -0.050, 0.073, 0.074, 0.062, 0.114, 0.075, 0.005, 0.076, 0.076, 0.046, 0.082, 0.115, 0.119, 0.095, 0.119, 0.119, 0.095, 0.120, 0.071, 0.045, 0.078, 0.120, 0.069, 0.075, 0.073, 0.105, 0.061, 0.041, 0.081, 0.080, 0.074, 0.045, 0.112, 0.070, 0.074, 0.065, 0.111, 0.070, 0.077, 0.080, 0.072, 0.046, 0.077, 0.117, 0.068, 0.079, 0.071, 0.106, 0.066, 0.048, 0.077, 0.102, -0.527, 0.034, -0.050, -0.566, 0.787, -0.049, 0.141, -0.112, -0.554, 0.018, -0.214, -0.177, -0.049, -0.065, -0.098, -0.096, -0.053, 0.049, -0.014, 0.110, 0.094, 0.095, 0.067, -0.284]
}

---

| no. | gap between HOMO and LUMO (eV) |
| --- | --- |
| 1 | 7.66 |
| 2 | 7.02 |